[1]
DFT (ωB97M-V/def2-TZVPD) results for 2 unconnected molecules or ions with the total composition C17H10Cl4NO4 at a distorted geometry.

XYZ file:
```
36
Properties=species:S:1:pos:R:3:nbo_charge:R:1
Cl 0.47211 6.01054 1.93510 0.086
C 1.37143 4.55288 2.00673 -0.064
C 0.71165 3.33711 2.12225 -0.134
Cl -0.98738 3.25067 2.22502 0.106
C 1.41550 2.05418 2.16704 0.404
O 0.84480 0.97372 2.26650 -0.376
C 2.96629 2.11940 2.11654 0.413
O 3.62647 1.08863 2.18579 -0.407
C 3.56758 3.44830 1.98713 -0.149
Cl 5.26904 3.48828 1.89547 0.085
C 2.81075 4.61037 1.94940 -0.057
Cl 3.58769 6.13500 1.84556 0.088
C -4.85048 1.27763 -1.95817 -0.621
C -4.07758 0.11940 -1.37552 -0.072
O -2.70674 0.16107 -1.79426 -0.539
C -2.02457 -0.83451 -1.14644 0.723
C -0.68345 -1.05323 -1.62518 -0.527
C 0.10997 -2.08439 -1.13654 0.007
C -0.22743 -2.85633 0.03480 -0.219
C 0.59660 -3.86925 0.48189 -0.167
C 1.78003 -4.18226 -0.21071 -0.320
C 2.62741 -5.23311 0.26237 0.322
N 3.32431 -6.09286 0.64934 -0.441
C 2.12444 -3.46134 -1.37108 -0.145
C 1.32827 -2.42622 -1.81943 -0.274
O -2.59390 -1.47154 -0.24512 -0.724
H -5.91918 1.11027 -1.80061 0.198
H -4.60344 2.21625 -1.45369 0.197
H -4.68772 1.39822 -3.03191 0.204
H -4.11355 0.15900 -0.27945 0.194
H -4.50527 -0.83457 -1.71906 0.172
H -0.34084 -0.45190 -2.45709 0.192
H -1.16160 -2.63454 0.54744 0.246
H 0.32584 -4.43486 1.37779 0.204
H 3.03282 -3.73201 -1.91436 0.201
H 1.59015 -1.85799 -2.71752 0.195
```

## Properties
- LUMO level: -0.7 eV
- Spin multiplicity: 1
- Strongest force on any atom: 2.50 eV/Å
- Charge: -1
- Relative energy (zero: lowest compared OMol25 entry of this formula, charge and spin): 18.81 kcal per mole
- Gap between HOMO and LUMO: 2.18 eV
- DFT total energy: -2850.299339 hartree


[2]
DFT (ωB97M-V/def2-TZVPD) results for a molecular structure, C17H10Cl5N4O8PtS.

XYZ file:
```
46
Properties=species:S:1:pos:R:3:nbo_charge:R:1
Pt 0.65761 1.46485 0.29477 0.783
Cl 4.91381 -0.34502 5.64980 0.033
C 4.18284 -0.06360 4.11305 -0.143
C 2.99851 0.65715 4.01715 -0.043
Cl 2.23779 1.27772 5.43222 0.049
C 2.42184 0.88133 2.77781 -0.180
Cl 0.92124 1.76418 2.65667 0.148
C 2.98971 0.41935 1.57764 0.411
O 2.49115 0.63520 0.40665 -0.700
C 4.18498 -0.32651 1.70932 -0.157
Cl 4.87824 -0.94781 0.25718 0.029
C 4.76628 -0.55848 2.94292 -0.053
Cl 6.22528 -1.47150 3.04309 0.041
O -2.08068 -1.59890 -0.87923 -0.721
C -1.84387 -0.69508 -0.06828 0.773
O -0.91630 -0.69568 0.80309 -0.810
C -2.74723 0.52964 -0.11637 -0.246
C -4.08572 0.26830 -0.35693 -0.115
C -5.03861 1.27335 -0.37944 -0.059
C -4.67504 2.59893 -0.18954 -0.167
C -3.34906 2.85027 0.00906 -0.046
C -2.32301 1.87250 0.06276 0.476
O -1.13258 2.35431 0.26986 -0.728
N -2.93167 4.25280 0.18331 0.541
O -3.02180 4.72992 1.29739 -0.379
O -2.54626 4.85006 -0.79934 -0.367
N -6.43450 0.95306 -0.60880 0.537
O -6.74346 -0.21425 -0.77316 -0.401
O -7.23989 1.87335 -0.62572 -0.421
H -4.37453 -0.75734 -0.53413 0.262
H -5.41007 3.38984 -0.20701 0.250
S 0.62965 1.03102 -1.93919 -0.100
C 1.16736 -0.62379 -1.94438 0.380
N 1.82668 -1.02036 -3.05109 -0.600
C 2.34298 -2.36638 -3.22228 -0.211
C 1.45928 -3.33351 -2.45326 -0.421
C 1.32991 -2.85862 -1.01703 -0.220
N 0.90886 -1.46832 -0.98654 -0.574
H 2.15287 -0.28097 -3.64832 0.413
H 3.37501 -2.42695 -2.85929 0.187
H 2.34423 -2.60268 -4.28690 0.204
H 1.88783 -4.33531 -2.48621 0.216
H 0.46841 -3.36773 -2.91008 0.225
H 2.28124 -2.96681 -0.48570 0.194
H 0.56822 -3.42484 -0.48302 0.234
H 0.28244 -1.17670 -0.19244 0.477
```

## Properties
- LUMO level: 2.0 eV
- Spin multiplicity: 1
- Strongest force on any atom: 0.19 eV/Å
- Charge: -1
- Relative energy (zero: lowest compared OMol25 entry of this formula, charge and spin): 22.17 kcal per mole
- Gap between HOMO and LUMO: 7.55 eV
- DFT total energy: -4293.230696 hartree


[3]
DFT (ωB97M-V/def2-TZVPD) results for 2 unconnected molecules or ions with the total composition C17H10F3N2O at a distorted geometry.

XYZ file:
```
33
Properties=species:S:1:pos:R:3:nbo_charge:R:1
C 1.35996 0.28027 2.07129 0.081
C 2.37863 1.13622 2.35720 -0.341
C 3.74527 0.73387 2.31236 0.304
N 4.86764 0.40402 2.27366 -0.327
C 2.13842 2.47816 2.77832 0.301
N 1.94164 3.58260 3.12192 -0.331
C -0.03650 0.67640 2.21751 -0.110
C -0.51585 1.87470 1.64233 -0.143
C -1.84505 2.25801 1.79637 -0.217
C -2.72425 1.46076 2.54272 -0.221
C -2.26298 0.27160 3.12485 -0.175
C -0.94922 -0.14097 2.92341 -0.195
H 1.57443 -0.77050 1.87095 0.238
H 0.17015 2.46874 1.03354 0.247
H -2.18687 3.18739 1.33612 0.215
H -3.76325 1.76676 2.66116 0.207
H -2.93176 -0.33669 3.73480 0.200
H -0.57894 -1.08168 3.33833 0.207
F -1.21063 -3.88722 -3.95079 -0.347
C -1.03671 -2.59735 -4.36964 0.977
F -0.36335 -2.64913 -5.55762 -0.346
F -2.28741 -2.09727 -4.64007 -0.354
C -0.32102 -1.75975 -3.35097 -0.247
C 0.48534 -0.70186 -3.77132 -0.186
C 1.12172 0.08158 -2.84229 -0.350
C 0.93654 -0.09915 -1.39960 0.429
O 1.41505 0.68823 -0.54158 -0.759
C 0.12784 -1.26032 -1.05057 -0.366
C -0.49945 -2.03336 -1.99631 -0.181
H 0.61720 -0.49604 -4.83157 0.205
H 1.76249 0.90436 -3.15733 0.199
H 0.00063 -1.47962 0.00841 0.184
H -1.12971 -2.86277 -1.68560 0.204
```

## Properties
- LUMO level: 2.1 eV
- Spin multiplicity: 1
- Strongest force on any atom: 2.96 eV/Å
- Charge: -1
- Gap between HOMO and LUMO: 6.06 eV
- DFT total energy: -1138.218949 hartree


[4]
DFT (ωB97M-V/def2-TZVPD) results for a molecular structure, C17H10IrN2O6 at a distorted geometry.

XYZ file:
```
36
Properties=species:S:1:pos:R:3:nbo_charge:R:1
Ir 0.14030 0.62627 -0.00183 1.387
O -3.37153 2.67594 0.26466 -0.577
C -2.17464 2.23374 0.08363 0.821
O -1.93239 1.01793 -0.08546 -0.618
C -1.06229 3.21245 0.08684 0.047
C -1.10519 4.57651 0.24141 -0.134
C 0.10416 5.28208 0.30916 -0.115
C 1.31979 4.61689 0.24939 -0.140
C 1.27445 3.23648 0.09635 0.138
N 0.13047 2.59684 -0.02806 -0.409
C 2.48101 2.25949 0.09508 0.752
O 3.57196 2.69661 0.26674 -0.472
O 2.09479 1.00224 -0.11768 -0.692
H -4.03562 1.96397 0.28702 0.539
H -2.06466 5.06884 0.32830 0.271
H 0.10304 6.35479 0.44982 0.267
H 2.26804 5.12679 0.34671 0.285
O 0.10090 -0.86544 3.74369 -0.478
C 0.11233 -0.60373 2.58140 0.738
O 0.10184 0.57357 1.98191 -0.580
C 0.13141 -1.76874 1.59235 0.145
C 0.10746 -3.08060 2.03769 -0.138
C 0.09635 -4.08668 1.08366 -0.040
C 0.12226 -3.74703 -0.27605 -0.063
C 0.11729 -4.72473 -1.30134 0.036
C 0.11162 -4.35474 -2.65816 -0.147
C 0.12242 -3.02494 -3.01013 -0.145
C 0.13869 -2.03477 -2.01469 0.008
C 0.14894 -2.38216 -0.64435 0.111
N 0.15781 -1.41184 0.31380 -0.381
H 0.11064 -3.29290 3.09803 0.295
H 0.07335 -5.12632 1.38867 0.262
H 0.13161 -5.77162 -1.02114 0.257
H 0.11471 -5.12190 -3.42075 0.272
H 0.12876 -2.73515 -4.05209 0.269
H 0.12991 -0.98812 -2.29458 0.226
```

## Properties
- LUMO level (spin up / spin down): -8.3 / -11.2 eV
- Spin multiplicity: 2
- Strongest force on any atom: 1.56 eV/Å
- Charge: +2
- Relative energy (zero: lowest compared OMol25 entry of this formula, charge and spin): 3.85 kcal per mole
- Gap between HOMO and LUMO (spin up / spin down): 7.73 / 4.63 eV
- DFT total energy: -1318.515074 hartree


[5]
DFT (ωB97M-V/def2-TZVPD) results for a molecular structure, C17H11AuCl5N2O4S2.

XYZ file:
```
42
Properties=species:S:1:pos:R:3:nbo_charge:R:1
Au 2.15915 -0.54031 0.24587 1.243
Cl 7.27114 -0.57311 5.17377 0.199
C 5.82367 -0.72030 4.32285 -0.003
C 5.85353 -0.88843 2.90845 -0.065
Cl 7.34475 -0.96768 2.09464 0.143
C 4.67879 -0.99491 2.21615 -0.123
Cl 4.70044 -1.17814 0.49852 0.143
C 3.40291 -0.97438 2.87297 0.400
O 2.30109 -1.09373 2.27491 -0.582
C 3.41204 -0.83004 4.31016 -0.072
Cl 1.91772 -0.82251 5.10499 0.164
C 4.59358 -0.68412 5.00901 -0.097
Cl 4.57214 -0.46722 6.70040 0.130
C 0.70980 2.08306 -2.60771 -0.882
S 2.08185 1.68062 -1.54012 2.365
O 3.23075 2.41431 -1.95276 -0.910
O 2.24785 0.16275 -1.69724 -0.984
O 1.64828 1.86979 -0.14681 -1.036
H 1.11502 2.28951 -3.59440 0.264
H 0.22420 2.96280 -2.19336 0.258
H 0.03235 1.23317 -2.62664 0.244
S -4.66904 -0.81826 0.05141 0.279
C -2.87974 -0.77046 0.09619 -0.096
C -2.12929 -1.84851 -0.35459 -0.237
C -0.75029 -1.76685 -0.29326 0.052
N -0.12909 -0.68512 0.18015 -0.490
C -0.84066 0.35422 0.62079 0.052
C -2.22491 0.34510 0.60080 -0.238
C -4.84959 -0.11649 -1.59598 -0.141
C -4.89146 -0.96076 -2.69398 -0.260
C -5.01683 -0.38060 -3.95242 0.048
N -5.10210 0.92942 -4.13166 -0.394
C -5.08020 1.72832 -3.07408 0.047
C -4.95639 1.25272 -1.77261 -0.262
H -2.60232 -2.73619 -0.74889 0.250
H -0.12378 -2.58180 -0.63107 0.220
H -0.28278 1.20467 0.98139 0.246
H -2.77897 1.19686 0.96763 0.249
H -4.83804 -2.03431 -2.57693 0.231
H -5.05305 -0.99588 -4.84436 0.206
H -5.16925 2.79067 -3.27101 0.206
H -4.95328 1.93216 -0.93115 0.232
```

## Properties
- LUMO level (spin up / spin down): -3.3 / -6.8 eV
- Spin multiplicity: 3
- Strongest force on any atom: 0.94 eV/Å
- Charge: +1
- Relative energy (zero: lowest compared OMol25 entry of this formula, charge and spin): 21.00 kcal per mole
- Gap between HOMO and LUMO (spin up / spin down): 8.73 / 5.23 eV
- DFT total energy: -4297.590603 hartree


[6]
DFT (ωB97M-V/def2-TZVPD) results for a molecular structure, C17H11BrClF6N2O9PdS2 at a distorted geometry.

XYZ file:
```
50
Properties=species:S:1:pos:R:3:nbo_charge:R:1
Pd 1.03117 0.25190 -0.64536 1.106
F -2.97851 1.52815 -0.51163 -0.324
C -2.04239 1.12207 -1.37477 0.726
F -2.55024 1.17951 -2.61076 -0.325
F -1.03643 2.01319 -1.32590 -0.336
S -1.56315 -0.65347 -1.03767 2.210
O -0.42286 -0.70139 -2.02508 -0.885
O -2.90555 -1.12825 -1.29339 -0.891
N -0.94006 -0.13776 0.44269 -1.173
S -0.01889 -0.97736 1.50080 2.177
O 0.32732 -0.02323 2.51492 -0.922
O 1.08515 -1.66051 0.83695 -0.935
C -1.03937 -2.26791 2.40228 0.773
F -2.31912 -2.16440 2.09926 -0.296
F -0.58374 -3.47686 2.13422 -0.292
F -0.89773 -2.04442 3.70510 -0.311
C -0.62391 3.35314 1.97610 -0.631
C 0.76342 3.20292 2.53621 -0.015
C 1.00234 3.20275 3.89953 -0.208
C 2.28317 3.00167 4.39225 -0.043
Cl 2.54646 3.00854 6.12593 -0.034
C 3.34144 2.77786 3.54021 -0.241
C 3.12050 2.76960 2.16618 -0.228
C 1.84691 3.00451 1.67820 0.284
O 1.51117 3.02836 0.34507 -0.501
C 2.50809 3.06386 -0.66306 -0.155
C 2.68141 1.63856 -1.16486 0.647
O 3.20628 0.79097 -0.37432 -0.634
O 2.14993 1.29766 -2.26655 -0.587
H -1.33986 3.53856 2.77591 0.209
H -0.92420 2.44665 1.44447 0.251
H -0.67488 4.17159 1.25663 0.219
H 0.17938 3.34694 4.58809 0.220
H 4.32980 2.58926 3.93598 0.222
H 3.93249 2.52681 1.49939 0.224
H 3.44977 3.46686 -0.28613 0.197
H 2.12060 3.67855 -1.47145 0.211
Br -3.68365 -5.21510 -5.55855 0.034
C -2.32400 -4.46020 -4.47302 -0.137
C -1.10633 -4.12541 -5.04332 0.007
N -0.11043 -3.59413 -4.34000 -0.408
C -0.32409 -3.36637 -3.04241 0.064
C -1.50813 -3.68226 -2.39345 -0.174
C -2.53314 -4.25658 -3.12575 -0.153
C -1.66930 -3.51313 -0.90641 0.804
O -2.25268 -4.36587 -0.27087 -0.608
O -1.14026 -2.44581 -0.36745 -0.795
H -0.93152 -4.29604 -6.09926 0.195
H 0.48746 -2.91566 -2.48624 0.218
H -3.45986 -4.52835 -2.63873 0.245
```

## Properties
- LUMO level: -0.4 eV
- Spin multiplicity: 1
- Strongest force on any atom: 4.13 eV/Å
- Charge: -1
- Relative energy (zero: lowest compared OMol25 entry of this formula, charge and spin): 105.81 kcal per mole
- Gap between HOMO and LUMO: 5.99 eV
- DFT total energy: -5998.718405 hartree